Entry from OMol25: a gas-phase ion, C4H9N2 (charge +1) (wB97M-V/def2-TZVPD).

Last column: Löwdin charge in e.
Atoms and positions in Å:
C 0.06949 -0.69277 2.15751  0.031
N 0.44650 -0.81458 0.80817  -0.023
N 0.59099 -1.59294 -0.11927  0.344
C 0.12144 -0.24681 -0.56929  -0.401
C 1.13545 0.64315 -1.19502  -0.007
C -1.31611 -0.18447 -1.09962  0.014
H 1.01193 -0.34028 2.68774  0.146
H -0.34330 -1.70117 2.65522  0.178
H -0.61075 0.04745 2.31790  0.068
H 0.84239 1.08616 -2.22548  0.145
H 2.00176 0.04878 -1.25730  0.067
H 1.30955 1.38480 -0.37430  0.115
H -1.93466 -0.52210 -0.30794  0.065
H -1.20203 -0.75695 -2.10692  0.154
H -1.70086 0.84442 -1.15230  0.104

Atomic forces in eV per Å
C 2.877 -3.948 3.388
N -2.323 1.807 -2.948
N 0.050 -0.887 0.226
C -0.551 -0.204 -0.299
C -0.649 1.391 0.428
C 1.842 -0.132 -0.241
H -1.060 -0.662 -0.260
H 1.252 2.064 -1.396
H -2.032 2.154 -0.264
H 0.355 -0.734 2.079
H 1.492 -0.330 -0.510
H 0.147 0.168 -1.308
H -1.056 -1.564 0.117
H -1.094 0.977 1.792
H 0.749 -0.100 -0.803

Structure (SMILES): C[N+]1=NC1(C)C
LUMO, eV: -6.0
Energy relative to the best compared isomer or geometry (same formula, charge and spin), kJ/mol: 485.80
Net charge: +1
Spin multiplicity: 1
Max |F|, eV Å⁻¹: 5.9


Entry from OMol25: a gas-phase ion, C4H9N2 (charge +1) (wB97M-V/def2-TZVPD).

Last column: Löwdin charge in e.
Atoms and positions in Å:
C 2.64873 -0.28884 -0.23315  0.106
C 1.30138 -0.81606 -0.13066  -0.073
N -0.10774 -0.32104 0.07201  -0.083
C -0.01660 1.12170 -0.00458  -0.066
C -1.39272 -0.97449 0.14326  -0.023
N -2.54382 -0.38135 0.12862  0.193
H 3.46482 -0.97392 -0.21010  0.057
H 2.81917 0.78014 -0.19040  0.053
H 1.20879 -1.86616 -0.20013  0.076
H 0.37387 1.46021 -0.91327  0.087
H 0.69699 1.51317 0.75952  0.121
H -0.92271 1.68846 0.16389  0.079
H -1.28715 -2.00347 -0.06219  0.146
H -2.70713 0.67466 0.24658  0.182
H -3.38378 -0.92150 -0.01719  0.144

Atomic forces in eV per Å
C -6.419 0.007 0.915
C 2.165 -0.593 0.094
N -1.335 0.712 -0.246
C -0.214 1.274 2.344
C 5.968 2.328 -1.604
N -0.696 2.490 0.550
H 0.157 -0.499 -0.325
H 0.178 -0.127 -0.034
H 0.339 -1.148 0.034
H 0.512 0.072 -1.734
H -0.539 -0.535 -0.301
H -0.430 -0.241 0.092
H -0.381 -1.243 0.315
H 0.663 -2.316 -0.279
H 0.033 -0.183 0.179

Structure (SMILES): C=CN(C)C=[NH2+]
LUMO, eV: -4.5
Energy relative to the best compared isomer or geometry (same formula, charge and spin), kJ/mol: 284.39
Net charge: +1
Spin multiplicity: 1
Max |F|, eV Å⁻¹: 6.6


Entry from OMol25: 2 unconnected molecules or ions with the total composition C4H9N2 (wB97M-V/def2-TZVPD).

Last column: Löwdin charge in e.
Atoms and positions in Å:
C 1.86540 1.24617 0.31176  0.123
C -2.81402 -0.21504 0.50476  -0.018
C -2.62710 0.82504 -0.48882  -0.050
C 1.61439 -0.98875 -0.37838  -0.045
N -1.52478 0.31111 -0.21014  0.108
N 1.10468 0.30252 -0.03518  -0.074
H 2.87430 0.97630 0.53631  0.106
H -2.88087 0.12534 1.43767  0.053
H -3.19977 -1.13815 0.10838  0.105
H -3.34588 1.35746 -1.04855  0.130
H 1.45058 2.29006 0.38818  0.136
H 2.63866 -1.14650 -0.31092  0.073
H 1.04442 -1.16230 -1.26236  0.094
H 1.25018 -1.80584 0.40737  0.156
H -0.07588 0.35162 -0.11718  0.103

Atomic forces in eV per Å
C -1.198 1.320 0.163
C 1.227 -0.522 -3.797
C -0.521 -1.337 0.675
C -3.149 -2.529 2.731
N -0.858 0.334 -0.089
N -1.020 0.480 0.503
H 0.795 0.442 -0.136
H -0.530 0.594 3.813
H 0.048 -0.381 0.549
H 0.361 1.330 -1.056
H 0.607 -1.245 0.234
H 1.961 0.416 -0.753
H 0.554 -0.981 -1.132
H 0.204 1.768 -1.498
H 1.519 0.310 -0.205

LUMO, eV: -3.9
Energy relative to the best compared isomer or geometry (same formula, charge and spin), kJ/mol: 426.60
Net charge: +1
Spin multiplicity: 1
Max |F|, eV Å⁻¹: 4.9


Entry from OMol25: a gas-phase ion, C4H9N2 (charge +1) (wB97M-V/def2-TZVPD).

Last column: Löwdin charge in e.
Atoms and positions in Å:
C 0.18475 1.39225 -0.34516  -0.023
N 0.51873 -0.00814 -0.06265  -0.345
C -0.01965 -1.06008 -1.01012  0.076
C 0.24634 -0.30234 1.40088  0.058
C 1.92674 0.14682 -0.18432  -0.177
N 3.17402 0.03246 0.04271  0.269
H 0.51803 2.06552 0.51902  0.155
H 0.63868 1.73583 -1.23707  0.107
H -0.89570 1.64231 -0.30804  0.134
H 0.54511 -0.88176 -1.95786  0.136
H 0.20091 -1.98822 -0.63677  0.078
H -1.11625 -0.87103 -1.19911  0.147
H -0.67314 0.23718 1.71834  0.132
H 0.34942 -1.34716 1.50619  0.095
H 1.17213 0.15738 1.95834  0.158

Atomic forces in eV per Å
C -2.275 3.067 1.961
N 1.173 0.637 0.386
C -0.824 3.215 -2.450
C 1.940 2.331 1.235
C 10.554 -2.814 2.362
N -10.256 1.203 -2.216
H 0.229 -1.238 -1.145
H 0.294 0.158 -0.994
H 0.334 -0.906 -0.528
H -0.659 -0.351 0.606
H 0.410 -2.215 0.994
H 1.228 -0.263 0.503
H 0.477 -0.966 -0.304
H -0.579 -1.120 0.420
H -2.047 -0.737 -0.831

Structure (SMILES): C[N+](C)(C)C#N
LUMO, eV: -4.4
Energy relative to the best compared isomer or geometry (same formula, charge and spin), kJ/mol: 434.39
Net charge: +1
Spin multiplicity: 1
Max |F|, eV Å⁻¹: 11.2


Entry from OMol25: 2 unconnected molecules or ions with the total composition C4H9N2 (wB97M-V/def2-TZVPD).

Last column: Löwdin charge in e.
Atoms and positions in Å:
C -0.93649 1.09270 0.16179  0.147
C 2.84730 0.21745 -0.31733  -0.075
C -0.77870 -1.51597 0.20253  0.052
C -2.30239 0.74477 -0.17486  0.068
N 1.93746 0.62877 0.43318  0.027
N -1.10508 -0.14835 -0.00243  0.049
H 3.76675 0.55385 -0.57222  0.042
H 2.12904 1.46674 0.92331  0.041
H 2.51865 -0.61808 -1.00335  0.086
H -1.02548 -2.03423 -0.64070  0.090
H 0.23063 -1.56592 0.26644  0.061
H -1.28032 -2.03101 0.97119  0.118
H -0.20290 1.77890 0.27352  0.099
H -2.78607 0.80226 -1.07418  0.098
H -3.01240 0.62811 0.55310  0.096

Atomic forces in eV per Å
C -1.671 -3.183 -1.334
C -3.350 -2.736 -1.792
C -0.350 0.850 -0.141
C 1.155 -0.892 0.755
N -1.090 -0.295 0.023
N -1.236 2.187 0.880
H 3.026 1.652 -0.001
H 0.891 1.006 0.912
H 0.623 0.368 0.856
H -0.881 -1.256 -2.596
H 3.165 -0.247 0.741
H -0.793 0.179 1.458
H 2.210 1.907 0.695
H -0.266 0.372 -2.795
H -1.432 0.088 2.340

LUMO, eV: -4.9
Energy relative to the best compared isomer or geometry (same formula, charge and spin), kJ/mol: 501.00
Net charge: +1
Spin multiplicity: 1
Max |F|, eV Å⁻¹: 4.7


Entry from OMol25: 2 unconnected molecules or ions with the total composition C4H9N2 (wB97M-V/def2-TZVPD).

Last column: Löwdin charge in e.
Atoms and positions in Å:
C -2.33744 -0.72863 -0.23233  -0.135
C 2.43279 0.73776 0.07015  -0.108
C -0.99733 -0.50011 0.46920  -0.085
C 1.60655 -0.28937 -0.63100  0.050
N -1.86907 0.66836 -0.00700  -0.028
N 2.47191 -0.65052 0.26690  0.107
H -2.31816 -1.02799 -1.27503  0.109
H -3.17929 -1.04198 0.21910  0.070
H 3.29244 1.18862 -0.45887  0.119
H 1.91136 1.49278 0.75307  0.137
H -1.13421 -0.67328 1.60979  0.090
H 1.32278 -0.51776 -1.64473  0.128
H -2.36276 1.38510 0.69516  0.223
H 2.72401 -1.21720 1.03777  0.164
H -1.56358 1.17423 -0.87217  0.160

Atomic forces in eV per Å
C 3.994 0.988 -1.604
C -0.604 3.401 -0.263
C -0.261 -0.281 0.600
C 0.475 0.092 1.034
N -1.114 2.503 1.040
N -0.809 -0.139 -0.447
H 0.082 0.236 -0.043
H -2.698 -0.681 2.000
H -0.463 -0.349 0.306
H 0.633 -1.586 -0.634
H 0.349 0.715 -1.892
H -0.483 -0.625 0.252
H 1.164 -2.414 -1.992
H 0.027 -1.163 0.364
H -0.291 -0.698 1.278

LUMO (spin up / spin down), eV: -4.6 / -4.6
Energy relative to the best compared isomer or geometry (same formula, charge and spin), kJ/mol: 707.02
Net charge: +1
Spin multiplicity: 1
Max |F|, eV Å⁻¹: 4.4


Entry from OMol25: a molecular structure, C4H9N2 (wB97M-V/def2-TZVPD).

Last column: Löwdin charge in e.
Atoms and positions in Å:
C -0.28979 0.44666 0.03928  -0.354
C -2.12512 -0.43340 0.29332  0.131
C -0.28973 0.86237 -1.36711  -0.062
C 2.04468 -0.74460 0.82405  0.026
N 0.35792 1.12037 1.05367  0.357
N 0.94802 0.07007 0.68455  -0.014
H -1.84464 -1.47263 0.29821  0.039
H -2.69283 -0.29058 -0.56376  0.015
H -2.31689 0.25819 1.21604  0.099
H -1.07869 1.65150 -1.46825  0.113
H -0.46363 -0.09454 -2.01314  0.135
H 0.63549 1.39995 -1.68838  0.096
H 2.22323 -0.96730 1.96907  0.176
H 2.93988 -0.18953 0.53713  0.127
H 1.95210 -1.61654 0.18532  0.116

Atomic forces in eV per Å
C -4.954 -3.177 -2.501
C 4.602 2.802 2.890
C 0.253 0.382 -1.737
C 2.547 -1.089 2.861
N 2.702 -0.474 1.700
N -3.356 2.479 0.001
H -0.058 -0.294 1.129
H -0.816 1.097 -1.520
H -0.357 -2.239 -1.622
H 0.260 -1.043 -0.264
H 0.129 2.078 0.956
H -0.356 -0.656 0.206
H -0.491 0.118 -2.213
H 0.039 0.139 -0.140
H -0.146 -0.123 0.254

LUMO, eV: -6.2
Energy relative to the best compared isomer or geometry (same formula, charge and spin), kJ/mol: 650.35
Net charge: +1
Spin multiplicity: 1
Max |F|, eV Å⁻¹: 6.4


Entry from OMol25: a molecular structure, C4H9N2 (wB97M-V/def2-TZVPD).

Last column: Löwdin charge in e.
Atoms and positions in Å:
C -0.13380 -0.39325 -0.56184  -0.195
C 0.01554 0.41658 0.63228  -0.188
C 1.16303 0.49144 -0.39328  -0.134
C -2.67354 0.17356 0.09518  0.087
N -0.98852 0.77189 -0.39054  0.008
N 2.35929 -0.27653 0.03757  0.238
H -0.17941 -1.44568 -0.87148  0.154
H -0.21669 0.19116 1.66838  0.150
H 1.27463 1.46931 -0.89839  0.167
H -3.12407 0.16655 -0.86303  0.040
H -2.53418 -0.96606 0.30109  0.091
H -2.90650 0.78521 0.97041  0.065
H 2.73096 -0.70098 -0.85502  0.209
H 2.12533 -0.96981 0.64424  0.121
H 3.08792 0.28662 0.48442  0.188

Atomic forces in eV per Å
C 2.138 0.707 -0.273
C -0.301 -0.651 -0.645
C -2.710 -0.039 1.680
C 4.884 -1.843 0.086
N -3.569 -1.240 0.621
N 1.529 2.368 -4.153
H -0.474 0.710 0.257
H 0.598 0.278 -0.090
H 0.456 -0.891 0.046
H -0.953 1.022 -0.476
H -0.114 2.094 0.279
H -0.441 -0.134 -0.737
H 0.098 0.304 1.332
H -1.090 -2.822 2.278
H -0.053 0.139 -0.204

LUMO, eV: -3.8
Energy relative to the best compared isomer or geometry (same formula, charge and spin), kJ/mol: 557.05
Net charge: +1
Spin multiplicity: 1
Max |F|, eV Å⁻¹: 5.2